Record 1
The following is a quantum chemistry calculation of 5 unconnected molecules or ions with the total composition C18H36IN4O5 at a distorted geometry, from the OMol25 dataset.

## Properties
**Kohn-Sham gap**: 5.946 eV
**HOMO level**: -11.21 eV
**LUMO**: -5.269 eV

```
! RIJCOSX wB97M-V def2-TZVPD def2/J DEFGRID3
* xyz 1 1
O -0.45 -0.40 0.71
N -0.26 -0.14 2.02
C 0.49 0.95 2.40
N 1.06 1.83 1.28
C 1.76 2.86 2.14
N 1.63 2.57 3.62
N 0.88 1.41 3.80
I 0.33 0.40 5.54
H -0.90 0.37 0.25
H -0.64 -0.74 2.82
H 2.32 3.78 1.69
H 2.04 3.15 4.42
C -3.02 -3.26 -0.01
C -4.04 -3.97 0.83
C -4.54 -2.86 1.74
O -4.42 -1.64 0.99
C -3.64 -1.90 -0.19
H -2.81 -3.76 -0.96
H -2.08 -3.18 0.54
H -4.86 -4.33 0.20
H -3.64 -4.83 1.39
H -3.91 -2.77 2.63
H -5.57 -3.01 2.05
H -4.32 -1.88 -1.05
H -2.90 -1.11 -0.31
C -4.05 2.17 2.91
C -5.02 2.64 3.95
C -4.21 2.51 5.22
O -2.84 2.72 4.86
C -2.73 2.70 3.43
H -4.28 2.52 1.90
H -4.03 1.07 2.89
H -5.27 3.70 3.78
H -5.95 2.07 3.98
H -4.29 1.51 5.65
H -4.51 3.24 5.99
H -2.55 3.73 3.09
H -1.88 2.08 3.14
C 3.44 1.77 -3.47
C 2.42 1.06 -2.63
C 1.92 2.17 -1.72
O 2.04 3.39 -2.47
C 2.82 3.14 -3.65
H 3.65 1.27 -4.42
H 4.38 1.86 -2.92
H 1.60 0.70 -3.26
H 2.82 0.21 -2.07
H 2.55 2.27 -0.83
H 0.89 2.03 -1.41
H 2.14 3.15 -4.51
H 3.56 3.93 -3.77
C 5.34 -3.16 -4.63
C 4.31 -3.87 -3.78
C 3.82 -2.76 -2.88
O 3.93 -1.54 -3.63
C 4.71 -1.79 -4.81
H 5.55 -3.66 -5.58
H 6.28 -3.07 -4.08
H 3.49 -4.23 -4.42
H 4.71 -4.72 -3.23
H 4.45 -2.67 -1.99
H 2.78 -2.90 -2.57
H 4.03 -1.78 -5.66
H 5.46 -1.00 -4.93
*
```


Record 2
The following is a quantum chemistry calculation of a molecular structure, C15H15BrN2O4 at a distorted geometry, from the OMol25 dataset.

## Properties
**Kohn-Sham gap**: 8.485 eV
**HOMO level**: -8.12 eV
**ΔE to the lowest compared entry with this formula, charge and spin**: 293.7 kcal per mole
**LUMO**: 0.361 eV

```
! RIJCOSX wB97M-V def2-TZVPD def2/J DEFGRID3
* xyz 0 1
C -3.27 1.33 -1.81
C -2.86 0.34 -0.81
C -1.59 -0.10 -0.69
C -1.40 -1.13 0.32
C -2.43 -1.66 1.08
C -3.78 -1.04 1.16
C -4.09 -0.18 0.27
Br -5.79 0.67 -0.17
H -4.56 -1.22 1.70
H -2.21 -2.23 2.02
N -0.25 -1.47 0.53
C 0.83 -1.36 -0.33
O 1.05 -0.92 -1.30
C 2.16 -2.20 0.30
H 2.06 -2.51 1.21
H 2.12 -3.26 -0.18
O 3.37 -1.76 0.02
C 3.39 -0.45 0.66
O 2.71 0.10 1.31
C 4.59 0.38 0.28
C 5.01 1.54 0.58
O 6.04 2.00 0.18
N 6.47 1.08 -0.85
C 5.51 0.07 -0.68
C 5.61 -0.98 -1.99
H 4.76 -1.20 -2.30
H 5.75 -2.24 -1.17
H 6.48 -0.88 -2.48
C 4.44 2.38 1.85
H 4.45 3.40 1.44
H 5.21 2.54 2.54
H 3.52 2.01 1.93
H -0.08 -2.24 1.33
H -0.99 -0.03 -1.37
H -2.46 1.45 -2.49
H -4.06 1.15 -2.51
H -3.64 2.27 -1.64
*
```


Record 3
The following is a quantum chemistry calculation of a molecular structure, FH16O8Y at a distorted geometry, from the OMol25 dataset.

## Properties
**Kohn-Sham gap**: 7.401 eV
**HOMO level**: -16.76 eV
**ΔE to the lowest compared entry with this formula, charge and spin**: 38.6 kcal per mole
**LUMO**: -9.354 eV

```
! RIJCOSX wB97M-V def2-TZVPD def2/J DEFGRID3
* xyz 2 1
Y -0.54 -1.21 -1.65
F -0.10 0.20 -0.10
O 1.65 -0.40 -2.05
H 2.57 -0.79 -2.19
H 1.78 0.53 -2.01
O 3.09 1.12 0.27
H 2.82 0.27 0.50
H 2.35 1.55 0.67
O -2.11 -1.94 -0.10
H -2.35 -2.83 0.09
H -2.43 -1.37 0.61
O 1.05 2.09 1.78
H 0.57 1.38 1.40
H 0.72 2.89 1.41
O 0.68 -2.53 0.02
H 1.24 -2.11 0.69
H 0.48 -3.42 0.28
O -2.29 0.34 -1.66
H -3.25 0.14 -1.91
H -2.23 1.06 -1.02
O -0.51 -0.57 2.41
H -0.45 -0.21 1.52
H -0.76 -1.48 2.30
O -0.40 2.66 -0.53
H -0.24 1.79 -0.22
H -1.32 2.84 -0.51
*
```


Record 4
The following is a quantum chemistry calculation of a molecular structure, C15H18N2O3 at a distorted geometry, from the OMol25 dataset.

## Properties
**Kohn-Sham gap**: 8.248 eV
**HOMO level**: -7.94 eV
**ΔE to the lowest compared entry with this formula, charge and spin**: 276.9 kcal per mole
**LUMO**: 0.304 eV

```
! RIJCOSX wB97M-V def2-TZVPD def2/J DEFGRID3
* xyz 0 1
C 4.98 0.71 1.00
C 5.16 -0.80 0.62
C 4.18 -1.16 -0.48
C 2.62 -1.15 -0.08
H 2.43 -1.59 0.84
H 1.87 -1.83 -0.64
O 2.04 0.10 -0.05
C 0.97 0.60 0.24
O 0.31 -0.09 1.02
C 0.61 1.93 -0.07
H -0.06 2.63 0.77
H 1.34 2.66 -0.41
C -0.31 1.66 -1.41
C -1.45 1.01 -0.95
N -2.56 1.39 -0.60
C -3.62 0.53 0.04
C -4.69 0.93 0.52
C -5.76 0.19 0.97
C -5.48 -1.03 0.72
C -4.47 -1.63 0.36
C -3.46 -0.84 -0.29
N -2.38 -1.22 -0.61
C -1.25 -0.41 -1.16
O -0.32 -0.94 -1.58
H -2.14 -2.15 -1.09
H -4.23 -2.73 0.15
H -6.36 -1.97 1.12
H -6.59 0.82 1.29
H -4.89 2.12 0.66
H -0.69 2.79 -1.50
H 0.25 1.53 -2.17
H 4.15 -0.69 -1.49
H 4.25 -2.26 -0.66
H 5.99 -1.17 0.28
H 4.78 -1.41 1.55
H 5.13 1.48 0.03
H 3.99 0.98 1.15
H 5.69 1.01 1.90
*
```


Record 5
The following is a quantum chemistry calculation of 2 unconnected molecules or ions with the total composition C2H2N2O3 at a distorted geometry, from the OMol25 dataset.

## Properties
**Kohn-Sham gap (alpha / beta)**: 8.053 / 7.840 eV
**HOMO level (alpha / beta)**: -7.36 / -9.95 eV
**ΔE to the lowest compared entry with this formula, charge and spin**: 96.9 kcal per mole
**LUMO (alpha / beta)**: 0.693 / -2.108 eV

```
! RIJCOSX wB97M-V def2-TZVPD def2/J DEFGRID3
* xyz 0 3
C -0.13 0.00 1.40
C 1.14 0.26 -0.49
N 0.29 0.22 -1.42
N -1.26 -0.20 1.25
O -2.38 -0.45 1.14
O 2.25 0.54 -0.19
O -1.00 0.03 -1.40
H 0.59 -0.32 2.09
H 0.50 -0.07 -2.39
*
```


Record 6
The following is a quantum chemistry calculation of a molecular structure, C18H38BBeBr3Cl3Cs2F2N2O8 at a distorted geometry, from the OMol25 dataset.

## Properties
**Kohn-Sham gap**: 1.970 eV
**HOMO level**: -8.18 eV
**LUMO**: -6.206 eV

```
! RIJCOSX wB97M-V def2-TZVPD def2/J DEFGRID3
* xyz 1 1
C -4.67 -2.44 6.22
C -4.37 -1.66 4.95
O -4.19 -2.53 3.88
C -2.83 -2.82 3.56
C -2.57 -2.48 2.11
O -2.22 -1.10 2.12
C -1.57 -0.63 0.99
C -0.15 -1.17 0.84
O 0.80 -0.12 0.75
C 0.97 0.19 -0.55
O -2.21 -0.89 -0.21
C -3.20 0.05 -0.60
C -2.64 1.37 -1.10
N -3.68 2.41 -1.06
C -4.09 -0.60 -1.63
B -3.40 -1.12 -2.93
O -4.13 -1.17 -4.08
O -2.06 -1.53 -3.03
H -4.85 -1.77 7.06
H -5.62 -2.98 6.05
H -3.85 -3.19 6.49
H -3.55 -0.97 5.12
H -5.24 -1.06 4.74
H -2.14 -2.24 4.16
H -2.60 -3.87 3.75
H -1.77 -3.14 1.78
H -3.51 -2.72 1.57
H -1.46 0.44 1.15
H 0.09 -1.84 1.65
H -0.15 -1.79 -0.06
H 0.04 0.46 -1.05
H 1.45 -0.59 -1.14
H 1.64 1.13 -0.57
H -3.83 0.28 0.25
H -1.82 1.73 -0.47
H -2.24 1.32 -2.11
H -3.42 3.16 -0.44
H -3.81 2.81 -1.98
H -4.92 0.04 -1.88
H -4.52 -1.48 -1.11
H -3.53 -1.06 -4.82
H -1.48 -0.78 -3.02
C -3.07 3.50 3.79
Cl -2.91 1.76 3.60
Cl -2.14 4.37 2.55
Cl -4.76 3.99 3.73
H -2.67 3.78 4.76
Be 2.69 2.13 -1.19
F -4.60 -2.55 0.27
C 5.34 -1.84 0.70
C 5.55 -1.05 -0.53
O 4.99 0.04 -0.68
C 6.48 -1.58 -1.59
H 4.63 -1.30 1.38
H 4.90 -2.81 0.43
H 6.29 -1.99 1.22
H 6.09 -2.53 -1.95
H 7.48 -1.72 -1.17
H 6.54 -0.89 -2.43
C 3.37 2.08 -5.33
C 2.96 2.16 -3.98
N 2.62 2.21 -2.87
H 2.51 1.92 -5.97
H 3.87 3.00 -5.62
H 4.07 1.23 -5.45
F 3.38 -0.27 2.06
C 5.51 -0.52 -7.51
O 5.21 0.69 -6.99
H 5.16 -1.40 -6.90
H 5.08 -0.74 -8.51
H 6.59 -0.73 -7.63
Cs 6.18 1.43 -0.89
C 2.72 5.48 2.07
Br 3.74 4.19 1.02
Br 0.83 5.11 2.11
Br 3.44 5.63 3.83
H 2.85 6.43 1.58
Cs -3.61 -4.85 6.74
*
```


Record 7
The following is a quantum chemistry calculation of 2 unconnected molecules or ions with the total composition C4H5N3, from the OMol25 dataset.

## Properties
**Kohn-Sham gap (alpha / beta)**: 8.138 / 8.137 eV
**HOMO level (alpha / beta)**: -9.27 / -9.27 eV
**ΔE to the lowest compared entry with this formula, charge and spin**: 83.3 kcal per mole
**LUMO (alpha / beta)**: -1.129 / -1.129 eV

```
! RIJCOSX wB97M-V def2-TZVPD def2/J DEFGRID3
* xyz 0 1
N -1.77 -2.23 -0.51
C -2.14 -1.29 0.09
C -0.39 0.32 -0.54
C 0.12 1.43 0.30
N 1.32 0.92 0.94
C 1.46 -0.27 0.51
N 0.48 -0.65 -0.43
H -1.21 0.30 -1.25
H 0.33 2.34 -0.28
H -0.63 1.70 1.06
H 2.24 -0.96 0.80
H 0.18 -1.61 -0.69
*
```


Record 8
The following is a quantum chemistry calculation of a molecular structure, C43H32ClFeN6PSe at a distorted geometry, from the OMol25 dataset.

## Properties
**Kohn-Sham gap (alpha / beta)**: 5.081 / 7.104 eV
**HOMO level (alpha / beta)**: -7.92 / -10.20 eV
**ΔE to the lowest compared entry with this formula, charge and spin**: 0.0 kcal per mole
**LUMO (alpha / beta)**: -2.838 / -3.098 eV

```
! RIJCOSX wB97M-V def2-TZVPD def2/J DEFGRID3
* xyz 1 6
Fe -0.60 0.89 0.53
N 3.47 0.09 2.27
C 2.33 -0.02 1.58
N 1.33 0.79 1.66
C 1.40 1.87 2.60
N 0.37 2.60 2.84
N -0.71 2.25 2.09
C -1.87 2.86 2.36
C -3.01 2.35 1.71
C -4.31 2.88 1.90
C -5.37 2.32 1.27
C -5.17 1.19 0.43
C -3.89 0.73 0.27
N -2.81 1.28 0.87
C 2.66 2.07 3.33
C 2.86 3.14 4.20
C 4.06 3.27 4.89
C 5.07 2.32 4.72
C 4.89 1.26 3.85
C 3.69 1.15 3.16
H 4.18 -0.61 2.14
H 2.28 -0.86 0.90
H -1.93 3.66 3.08
H -4.43 3.72 2.56
H -6.36 2.72 1.40
H -5.98 0.71 -0.08
H -3.71 -0.13 -0.36
H 2.07 3.86 4.33
H 4.20 4.10 5.57
H 5.99 2.41 5.27
H 5.66 0.52 3.71
Cl -1.11 -0.92 2.48
C -2.28 -1.98 1.73
C -3.25 -2.54 2.53
C -4.19 -3.38 1.95
C -4.15 -3.63 0.58
C -3.16 -3.05 -0.20
C -2.20 -2.21 0.36
P -0.91 -1.40 -0.66
C 0.48 -2.57 -0.51
C 0.32 -3.85 0.01
C 1.39 -4.74 0.02
C 2.62 -4.36 -0.49
C 2.80 -3.07 -0.99
C 1.73 -2.18 -0.99
C -1.53 -1.66 -2.35
C -1.18 -2.78 -3.10
C -1.71 -2.97 -4.37
C -2.59 -2.04 -4.90
C -2.94 -0.91 -4.16
C -2.41 -0.72 -2.90
H -3.27 -2.33 3.59
H -4.96 -3.83 2.56
H -4.88 -4.28 0.13
H -3.14 -3.26 -1.27
H -0.63 -4.17 0.41
H 1.25 -5.74 0.42
H 3.45 -5.06 -0.49
H 3.75 -2.76 -1.38
H 1.88 -1.19 -1.39
H -0.49 -3.51 -2.70
H -1.43 -3.84 -4.94
H -2.99 -2.18 -5.89
H -3.61 -0.18 -4.58
H -2.68 0.17 -2.34
Se -1.28 2.71 -1.32
C -0.98 3.24 -3.09
N -0.84 3.55 -4.19
C 3.06 0.19 -3.66
C 1.66 0.18 -3.83
C 0.85 0.85 -2.96
C 1.39 1.59 -1.88
C 0.62 2.39 -0.97
C 1.23 3.29 -0.14
C 2.63 3.30 0.02
C 3.38 2.46 -0.74
C 2.80 1.62 -1.73
C 3.61 0.88 -2.62
H 3.69 -0.34 -4.36
H 1.22 -0.36 -4.66
H -0.22 0.84 -3.12
H 0.62 3.99 0.43
H 3.09 3.98 0.72
H 4.46 2.46 -0.64
H 4.69 0.92 -2.49
*
```


Record 9
The following is a quantum chemistry calculation of a molecular structure, C41H53BeN6O4 at a distorted geometry, from the OMol25 dataset.

## Properties
**Kohn-Sham gap**: 5.699 eV
**HOMO level**: -9.37 eV
**ΔE to the lowest compared entry with this formula, charge and spin**: 984.8 kcal per mole
**LUMO**: -3.673 eV

```
! RIJCOSX wB97M-V def2-TZVPD def2/J DEFGRID3
* xyz 1 1
Be 15.17 -8.11 -19.57
C 11.76 -9.40 -17.99
C 13.10 -9.60 -18.73
O 13.83 -8.44 -19.11
H 10.99 -8.86 -18.54
H 12.02 -8.88 -17.06
H 11.29 -10.36 -17.78
H 12.85 -10.09 -19.67
H 13.71 -10.27 -18.13
N 15.88 -9.00 -18.27
C 17.19 -8.93 -18.23
C 18.00 -9.54 -17.33
C 17.48 -10.28 -16.33
C 16.09 -10.37 -16.27
C 15.36 -9.77 -17.23
H 17.64 -8.31 -18.99
H 19.05 -9.29 -17.30
H 18.11 -10.79 -15.61
H 15.61 -10.82 -15.41
H 14.33 -10.06 -17.38
N 14.63 -8.23 -20.97
C 13.91 -9.33 -21.36
C 13.33 -9.39 -22.62
C 13.64 -8.46 -23.61
C 14.51 -7.45 -23.29
C 14.92 -7.36 -21.91
H 13.56 -10.02 -20.60
H 12.63 -10.16 -22.94
H 13.44 -8.57 -24.66
H 14.89 -6.75 -24.02
H 15.70 -6.68 -21.59
N 14.52 -6.74 -20.19
C 13.27 -6.70 -19.62
C 12.58 -5.51 -19.42
C 13.21 -4.31 -19.84
C 14.55 -4.29 -20.39
C 15.18 -5.56 -20.45
H 12.88 -7.62 -19.22
H 11.61 -5.56 -18.95
H 12.81 -3.31 -19.79
H 15.05 -3.34 -20.50
H 16.16 -5.62 -20.90
N 9.90 -8.00 -16.69
C 10.40 -9.13 -16.03
C 9.67 -9.84 -15.09
C 8.43 -9.39 -14.75
C 7.97 -8.20 -15.33
C 8.70 -7.57 -16.40
H 11.42 -9.48 -16.16
H 10.15 -10.72 -14.68
H 7.75 -9.83 -14.04
H 7.01 -7.83 -14.99
H 8.15 -6.81 -16.94
N 15.71 -9.46 -20.00
C 16.97 -9.58 -20.58
C 17.62 -10.83 -20.77
C 17.02 -11.98 -20.36
C 15.69 -11.94 -19.88
C 15.08 -10.67 -19.77
H 17.48 -8.66 -20.83
H 18.57 -10.79 -21.28
H 17.56 -12.91 -20.48
H 15.12 -12.83 -19.68
H 14.10 -10.67 -19.32
N 15.45 -7.22 -18.43
C 14.21 -7.10 -17.82
C 13.97 -6.19 -16.75
C 14.98 -5.41 -16.26
C 16.26 -5.46 -16.90
C 16.44 -6.39 -17.97
H 13.42 -7.75 -18.17
H 13.02 -6.08 -16.24
H 14.74 -4.84 -15.38
H 17.08 -4.84 -16.57
H 17.36 -6.44 -18.54
C 7.83 -12.63 -16.66
C 8.56 -11.97 -17.86
O 8.17 -12.06 -18.99
C 9.79 -11.25 -17.48
H 7.02 -13.20 -17.11
H 7.64 -11.99 -15.80
H 8.46 -13.46 -16.33
H 9.82 -10.88 -16.46
H 10.11 -10.52 -18.22
H 10.55 -12.03 -17.42
C 13.52 -9.38 -15.64
C 12.24 -10.18 -15.48
O 11.59 -9.96 -14.47
C 12.04 -11.31 -16.42
H 13.27 -8.32 -15.61
H 14.09 -9.53 -16.55
H 14.16 -9.62 -14.79
H 12.09 -12.29 -15.95
H 12.90 -11.27 -17.10
H 11.13 -11.20 -17.01
C 10.97 -8.04 -20.00
C 10.93 -6.84 -21.00
O 10.66 -5.69 -20.67
C 11.33 -7.19 -22.43
H 10.13 -8.70 -20.21
H 10.90 -7.57 -19.02
H 11.96 -8.50 -20.12
H 11.23 -6.32 -23.07
H 10.75 -8.04 -22.79
H 12.41 -7.36 -22.34
*
```


Record 10
The following is a quantum chemistry calculation of a molecular structure, C2H4NO2 at a distorted geometry, from the OMol25 dataset.

## Properties
**Kohn-Sham gap**: 11.892 eV
**HOMO level**: -18.57 eV
**ΔE to the lowest compared entry with this formula, charge and spin**: 118.1 kcal per mole
**LUMO**: -6.678 eV

```
! RIJCOSX wB97M-V def2-TZVPD def2/J DEFGRID3
* xyz 1 1
C 0.48 -0.61 0.02
C -0.13 0.80 -0.04
N 1.84 -0.08 0.05
O 2.92 -0.49 0.11
O 1.62 1.24 -0.09
H 0.28 -1.10 0.87
H 0.43 -1.19 -0.80
H -0.63 1.06 -0.88
H -0.50 1.21 0.83
*
```